--- P ---
This record from OMol25 describes C26H36N7O2Rb as an isolated structure. The level of theory is the ωB97M-V functional and the def2-TZVPD basis.

Last column: Mulliken charge in e.
CARTESIAN COORDINATES (ANGSTROEM)
1 Rb -0.45280 1.64353 0.46775  1.023
2 C -4.35140 -1.88399 -0.15517  -1.458
3 C -3.24831 -0.86705 0.22865  -0.095
4 N -3.13731 0.37760 -0.04822  0.026
5 C -4.16424 1.13391 -0.82173  -0.933
6 C -3.54972 1.38066 -2.22071  -0.490
7 N -2.17530 1.78960 -2.03537  -0.050
8 C -1.35266 1.85862 -3.28631  -0.554
9 C 0.09699 2.20150 -3.06325  -0.964
10 N 0.77111 1.22801 -2.26174  0.180
11 C 2.10436 1.50511 -1.78945  -0.539
12 C 2.59746 0.24703 -1.06779  -1.410
13 N 1.51605 -0.26173 -0.21532  1.383
14 C 1.51100 -1.35665 0.37802  0.046
15 C 2.68271 -2.24761 0.52903  -1.956
16 C 0.15140 -1.67335 1.10075  0.719
17 C 0.06823 -2.28758 2.36941  -0.810
18 C -1.12831 -2.14724 3.04406  -0.964
19 C -2.24038 -1.68659 2.33325  -0.715
20 C -2.08725 -1.32452 1.02393  0.580
21 N -0.87532 -1.19637 0.44514  -0.019
22 H -5.02083 -1.53112 -0.95251  0.400
23 H -4.91685 -2.14383 0.73812  0.329
24 H -3.88372 -2.74310 -0.59933  0.380
25 H -4.17897 2.05286 -0.20799  0.357
26 H -5.21996 0.71956 -0.91126  0.373
27 H -4.11830 2.17005 -2.70959  0.461
28 H -3.62763 0.42534 -2.78393  0.256
29 H -1.77214 0.97011 -1.56428  -0.153
30 H -1.78384 2.74235 -3.86012  0.426
31 H -1.40437 0.94631 -3.93242  0.305
32 H 0.25089 3.13206 -2.53502  0.410
33 H 0.57397 2.32433 -4.04037  0.371
34 H 0.82189 0.37804 -2.81865  -0.141
35 H 2.08710 2.43478 -1.08992  0.109
36 H 2.74655 1.70516 -2.68299  0.371
37 H 3.48777 0.52573 -0.47603  0.494
38 H 2.86420 -0.50091 -1.84962  0.477
39 H 2.71522 -2.58231 1.57371  0.332
40 H 3.57819 -1.74279 0.29304  0.523
41 H 2.66140 -3.12783 -0.04225  0.285
42 H 0.99477 -2.59811 2.85323  0.613
43 H -1.23030 -2.34235 4.11570  0.460
44 H -3.20229 -1.60183 2.80152  0.501
45 O -0.34237 2.24169 3.26321  -1.078
46 C 0.44448 1.22296 3.50603  0.021
47 C 0.14104 0.23833 4.47115  -0.670
48 C 1.01246 -0.77029 4.81840  -0.475
49 C 2.23146 -0.86252 4.17775  -0.623
50 C 2.59480 0.10222 3.22877  -0.380
51 C 1.69047 1.06812 2.82358  1.959
52 C 2.20699 2.18516 2.10074  -1.130
53 N 3.36984 2.29157 1.37951  -0.451
54 C 3.43871 3.64651 1.12734  -0.573
55 C 2.42789 4.36283 1.62656  -0.464
56 N 1.58467 3.41939 2.25111  0.131
57 H -0.78620 0.31166 4.93014  0.615
58 H 0.82408 -1.59147 5.55782  0.330
59 H 2.88832 -1.71252 4.36678  0.376
60 H 3.60358 0.20862 2.84388  0.502
61 H 4.27199 4.06141 0.46796  0.307
62 H 2.15766 5.39708 1.72163  0.463
63 H 0.89005 3.39473 2.98462  0.245
64 C 0.27782 -3.10877 -4.47881  -1.407
65 C -0.06112 -2.90680 -3.01502  0.109
66 O -0.31022 -1.51796 -2.79620  -0.203
67 H 0.30393 -4.16361 -4.77548  0.403
68 H 1.27948 -2.78508 -4.69649  0.348
69 H -0.50606 -2.64631 -5.08249  0.302
70 H 0.79027 -3.29770 -2.37523  0.124
71 H -0.97460 -3.48349 -2.80774  0.268
72 H -0.60851 -1.35117 -1.89353  0.009

As for the molar mass: 564.09 g/mol. Its total charge is 0.

--- Q ---
This record from OMol25 describes C26H36N7O2Rb as an isolated structure. The level of theory is the ωB97M-V functional and the def2-TZVPD basis.

Last column: Mulliken charge in e.
CARTESIAN COORDINATES (ANGSTROEM)
1 Rb 1.87281 -0.90241 -0.94116  0.886
2 C 5.28996 -0.52580 1.10644  -0.082
3 C 5.10506 0.71850 0.22596  -1.086
4 N 3.73145 0.99769 -0.15163  0.136
5 C 3.02744 2.01652 0.62180  -1.143
6 C 2.15730 1.44978 1.74342  -0.737
7 N 1.08728 0.62841 1.19585  0.177
8 C 0.12235 0.14623 2.17123  -0.960
9 C 0.54481 -1.17140 2.83586  -0.375
10 C 0.15851 -2.44477 2.07360  -1.042
11 N 0.99999 -2.76051 0.92493  0.249
12 C 2.06430 -3.73724 1.13824  -1.053
13 C 3.44283 -3.11951 1.37984  -0.628
14 N 3.97165 -2.46515 0.18542  0.103
15 C 5.29618 -1.87912 0.38234  -1.053
16 H 4.52209 -0.52716 1.88075  -0.013
17 H 6.24414 -0.42774 1.62711  0.433
18 H 5.69352 0.58897 -0.68846  0.421
19 H 5.53530 1.58585 0.74889  0.332
20 H 3.64657 1.20970 -1.13598  0.307
21 H 2.37791 2.57145 -0.06078  0.443
22 H 3.73475 2.73654 1.06351  0.296
23 H 1.76371 2.29017 2.34465  0.425
24 H 2.76857 0.84185 2.41691  0.319
25 H 0.62044 1.15336 0.46085  0.114
26 H -0.82870 -0.01085 1.65569  0.374
27 H -0.05223 0.90179 2.95595  0.337
28 H 0.08529 -1.22537 3.82460  0.453
29 H 1.62344 -1.15764 3.00032  0.077
30 H -0.86561 -2.32453 1.70682  0.430
31 H 0.14274 -3.29350 2.77336  0.266
32 H 0.42364 -3.03071 0.14148  0.142
33 H 2.12878 -4.39381 0.26273  0.379
34 H 1.83424 -4.38280 1.99955  0.336
35 H 4.12276 -3.91025 1.74060  0.431
36 H 3.36477 -2.38245 2.17976  0.249
37 H 4.04132 -3.16833 -0.54700  0.234
38 H 5.74192 -1.74497 -0.60702  0.411
39 H 5.94950 -2.57699 0.92892  0.362
40 C -4.12719 1.86289 2.96757  -0.435
41 O -5.07017 1.30722 2.07606  -0.453
42 C -4.89351 1.50501 0.72808  0.737
43 C -5.81034 0.86412 -0.10242  -0.705
44 C -5.74353 1.04788 -1.46686  -0.182
45 C -4.73973 1.82276 -2.03532  -0.128
46 C -3.83746 2.47446 -1.21018  -0.516
47 C -3.91471 2.32834 0.16668  -0.169
48 N -4.83775 2.03427 -3.45949  -0.440
49 N -3.86255 1.99507 -4.21418  -0.576
50 C -2.57337 1.58182 -3.76860  0.210
51 C -1.51027 2.36034 -4.15858  -0.359
52 C -0.21910 2.13534 -3.69641  -0.878
53 C 0.09221 1.08186 -2.82154  0.531
54 O 1.24237 0.92975 -2.30040  -0.758
55 C -1.01250 0.13105 -2.56695  -0.181
56 N -0.72717 -1.02362 -1.89875  -0.236
57 C -1.68513 -1.89290 -1.69135  -0.273
58 C -3.00363 -1.72693 -2.14588  -1.106
59 C -3.31026 -0.58494 -2.82108  -0.653
60 C -2.32088 0.39852 -3.03851  1.006
61 H -4.37955 1.48043 3.95633  0.255
62 H -4.18545 2.95719 2.97765  0.334
63 H -3.10985 1.55917 2.70707  -0.012
64 H -6.58256 0.25565 0.34362  0.439
65 H -6.47588 0.59189 -2.11593  0.434
66 H -3.07295 3.11240 -1.63270  0.415
67 H -3.21817 2.87117 0.78617  0.420
68 H -1.71693 3.20077 -4.80987  0.391
69 H 0.58703 2.79769 -3.97792  0.459
70 H -1.41750 -2.80304 -1.15650  0.437
71 H -3.74451 -2.49488 -1.97236  0.405
72 H -4.30978 -0.43457 -3.21281  0.639

As for the molar mass: 564.09 g/mol. Its total charge is 0.

P is preferred energetically. Next in line: 0.829 eV higher.